{
  "formula": "C33H29F4N6O2S3Sr",
  "method": "ωB97M-V with the def2-TZVPD basis set",
  "energy_ha": -3378.7614,
  "total_charge": -2,
  "lumo_energy_ev": [3.739, 3.730],
  "homo_lumo_gap_ha": [0.1503, 0.2065],
  "e_homo_ha": [-0.013, -0.069],
  "multiplicity": 2,
  "relative_energy_kj_mol": 171.0,
  "symbols": ["Sr", "C", "C", "N", "C", "C", "C", "C", "N", "C", "C", "F", "C", "F", "C", "C", "F", "C", "F", "H", "H", "H", "H", "H", "H", "H", "H", "H", "H", "H", "H", "H", "H", "H", "O", "C", "C", "C", "C", "N", "C", "C", "C", "C", "C", "C", "O", "C", "C", "N", "H", "H", "H", "H", "H", "H", "H", "H", "H", "H", "H", "H", "S", "C", "C", "C", "C", "N", "C", "C", "C", "S", "C", "N", "H", "H", "S", "C"],
  "coordinates": [[-0.135, 0.287, 0.850], [-3.016, 1.832, -2.961], [-1.535, 1.863, -3.288], [-0.971, 0.540, -3.518], [-1.621, -0.231, -4.558], [-1.593, 0.384, -5.958], [0.481, 0.561, -3.601], [1.145, 0.335, -2.237], [0.870, 1.353, -1.252], [1.386, 2.564, -1.380], [0.935, 3.542, -0.440], [0.036, 3.116, 0.485], [1.359, 4.841, -0.416], [0.860, 5.680, 0.517], [2.284, 5.328, -1.334], [2.747, 4.410, -2.254], [3.657, 4.811, -3.174], [2.340, 3.093, -2.292], [2.905, 2.299, -3.243], [-3.352, 2.816, -2.629], [-3.204, 1.115, -2.162], [-3.628, 1.556, -3.823], [-0.991, 2.292, -2.448], [-1.347, 2.539, -4.147], [-2.654, -0.423, -4.259], [-1.142, -1.214, -4.580], [-2.137, 1.329, -5.994], [-2.056, -0.286, -6.687], [-0.572, 0.582, -6.290], [0.850, 1.497, -4.049], [0.810, -0.241, -4.270], [2.219, 0.150, -2.380], [0.730, -0.610, -1.862], [2.616, 6.353, -1.317], [6.765, -1.146, 3.585], [6.384, 0.078, 2.963], [4.935, 0.069, 2.577], [4.393, 1.257, 2.024], [3.075, 1.231, 1.637], [2.264, 0.178, 1.743], [2.765, -0.972, 2.299], [4.133, -1.021, 2.709], [1.905, -2.105, 2.397], [2.269, -3.254, 3.155], [1.428, -4.330, 3.242], [1.787, -5.534, 4.073], [2.296, -5.197, 5.364], [0.195, -4.280, 2.560], [-0.111, -3.128, 1.866], [0.681, -2.063, 1.770], [7.706, -1.098, 3.769], [6.996, 0.249, 2.067], [6.560, 0.920, 3.647], [4.983, 2.155, 1.898], [2.640, 2.124, 1.196], [4.554, -1.932, 3.104], [3.207, -3.272, 3.692], [2.568, -6.125, 3.585], [0.902, -6.173, 4.176], [1.929, -4.332, 5.581], [-0.524, -5.087, 2.612], [-1.063, -3.023, 1.353], [-2.438, -1.216, -0.402], [-3.973, -0.902, 0.310], [-5.086, -0.916, -0.566], [-6.384, -0.739, -0.137], [-7.446, -0.786, -1.106], [-8.285, -0.821, -1.892], [-6.659, -0.524, 1.224], [-5.582, -0.492, 2.102], [-4.270, -0.674, 1.681], [-3.112, -0.711, 3.041], [-7.989, -0.342, 1.711], [-9.057, -0.206, 2.120], [-4.895, -1.090, -1.616], [-5.760, -0.319, 3.155], [-0.949, 0.926, 3.959], [-2.011, 0.560, 2.725]]
}